The following is a quantum chemistry calculation of a 9-piece molecular cluster, C37H35F3N6O17 overall, from OMol25.

Last column: Mulliken charge in e.
Element x y z (Å)
C: 2.75 3.97 -1.13  -0.62
C: 2.57 3.28 -2.40  0.51
N: 2.56 2.79 -3.43  -0.50
H: 2.01 4.79 -1.00  0.31
H: 3.76 4.43 -1.16  0.40
H: 2.70 3.35 -0.18  -0.06
C: -4.00 4.97 2.30  -0.94
C: -2.91 4.34 1.51  0.53
N: -2.21 3.90 0.71  -0.40
H: -4.91 4.37 2.05  0.26
H: -4.10 6.01 1.86  0.31
H: -3.76 4.83 3.29  0.28
C: 2.08 -0.06 -5.61  -0.41
C: 0.69 -0.15 -5.06  0.78
O: 0.73 -1.19 -4.11  -0.26
C: 1.95 -1.84 -4.19  0.53
O: 2.21 -2.73 -3.49  -0.46
O: 2.74 -1.21 -5.09  -0.37
F: -0.16 -0.67 -6.07  -0.38
H: 2.52 0.89 -5.25  0.26
H: 2.11 -0.13 -6.69  0.30
H: 0.14 0.74 -4.65  0.05
C: -0.44 -5.79 -1.92  0.10
C: 0.90 -6.03 -2.65  0.43
O: 0.54 -7.07 -3.56  -0.35
C: -0.70 -7.46 -3.38  0.61
O: -1.26 -8.22 -4.10  -0.52
O: -1.26 -6.87 -2.31  -0.35
F: 1.69 -6.53 -1.62  -0.32
H: -0.95 -4.87 -2.21  0.07
H: -0.37 -5.86 -0.85  0.02
H: 1.43 -5.33 -3.21  0.33
C: -1.01 0.65 0.27  2.99
C: -0.08 0.98 -0.83  0.04
O: -0.63 0.31 -1.94  0.00
C: -1.28 -0.84 -1.43  0.11
O: -1.52 -1.81 -2.06  -0.48
O: -1.57 -0.65 -0.15  -0.27
F: 1.15 0.43 -0.58  -0.17
H: -1.83 1.42 0.45  -0.50
H: -0.38 0.54 1.17  -2.12
H: 0.11 1.98 -1.07  0.40
C: -2.86 0.99 -4.44  -0.55
C: -3.40 -0.07 -3.74  -0.50
C: -4.16 0.18 -2.64  -0.53
C: -4.15 1.48 -2.17  0.42
C: -3.63 2.58 -2.80  -0.35
C: -2.90 2.27 -3.95  -0.63
N: -4.87 1.69 -0.88  1.13
O: -5.02 2.89 -0.62  -0.65
O: -5.22 0.75 -0.23  -0.62
H: -2.22 0.71 -5.31  0.55
H: -3.23 -1.06 -4.11  0.38
H: -4.75 -0.59 -2.14  0.42
H: -3.68 3.58 -2.34  0.42
H: -2.42 3.01 -4.53  0.48
C: 5.10 0.20 0.34  -1.04
C: 5.74 -0.10 1.49  -0.56
C: 5.11 -0.10 2.74  -0.50
C: 3.77 0.18 2.80  -0.29
C: 3.11 0.53 1.62  1.55
C: 3.72 0.58 0.38  -0.78
N: 3.11 0.34 4.09  0.97
O: 3.62 -0.26 5.05  -0.60
O: 2.05 1.01 4.16  -0.49
H: 5.62 0.20 -0.59  0.47
H: 6.76 -0.49 1.35  0.32
H: 5.67 -0.26 3.65  0.51
H: 2.13 0.85 1.89  -0.46
H: 3.16 0.90 -0.46  0.90
C: -1.80 3.11 5.56  -0.63
C: -1.47 2.10 4.73  -0.89
C: -0.67 2.38 3.64  1.55
C: -0.17 3.61 3.47  -0.29
C: -0.50 4.67 4.29  -0.68
C: -1.36 4.44 5.31  -0.62
N: 0.69 3.76 2.24  0.83
O: 0.85 2.82 1.46  -0.29
O: 1.09 4.89 2.06  -0.65
H: -2.41 2.91 6.43  0.44
H: -1.96 1.13 4.98  0.39
H: -0.26 1.65 2.99  -0.24
H: -0.04 5.61 4.14  0.57
H: -1.55 5.29 5.97  0.41
C: 0.39 -5.73 2.24  -0.38
C: 1.24 -4.82 1.60  -0.64
C: 1.02 -3.49 1.80  -0.04
C: -0.11 -3.06 2.48  0.09
C: -0.96 -3.91 3.14  -0.44
C: -0.67 -5.27 3.04  -0.65
N: -0.24 -1.64 2.62  0.92
O: 0.73 -0.96 2.34  -0.33
O: -1.33 -1.14 2.92  -0.57
H: 0.63 -6.81 2.10  0.41
H: 2.16 -5.19 1.05  0.36
H: 1.68 -2.68 1.43  0.36
H: -1.85 -3.42 3.49  0.51
H: -1.29 -5.93 3.59  0.42

Results
SMILES: O=[N+]([O-])c1ccccc1.O=[N+]([O-])c1ccccc1.O=[N+]([O-])c1ccccc1.O=[N+]([O-])c1ccccc1.O=C1OC[C@@H](F)O1.O=C1OC[C@@H](F)O1.O=C1OC[C@@H](F)O1.CC#N.CC#N
Frontier orbital gap: 9.01 eV
E_LUMO: -0.9 eV

The following is a quantum chemistry calculation of the molecule C4H9NS, from OMol25.

Last column: Mulliken charge in e.
Element x y z (Å)
C: -0.67 -1.28 1.75  -1.09
C: 0.26 -0.90 0.69  -0.25
C: 0.71 0.72 -1.07  -0.35
C: 0.08 1.88 -1.65  -0.22
H: -1.75 -1.27 1.35  0.27
H: -0.42 -2.40 2.04  0.30
H: -0.74 -0.57 2.65  0.29
H: 1.19 -0.70 1.27  0.25
H: 0.28 -1.75 -0.07  0.31
H: -1.05 0.15 -0.40  0.26
H: 0.97 -0.16 -1.77  0.32
H: 1.60 1.04 -0.60  0.28
H: -0.03 2.89 -1.04  0.26
N: -0.19 0.30 0.02  -0.39
S: -0.24 2.04 -3.18  -0.23

Results
SMILES: CCNCC=S
Relative energy (zero: lowest compared OMol25 entry of this formula, charge and spin): 49.8 kcal per mole
Frontier orbital gap: 8.63 eV
E_LUMO: 0.0 eV

The following is a quantum chemistry calculation of C9H14ClN2O8PrSi as an isolated structure, from OMol25.

Last column: Mulliken charge in e.
Element x y z (Å)
Pr: 1.44 -0.76 -0.18  1.34
O: 3.37 0.18 1.15  -0.59
Cl: 3.89 0.74 -0.12  1.75
O: 5.22 0.10 -0.26  -0.62
O: 3.98 2.16 0.01  -0.60
O: 3.15 0.35 -1.37  -0.56
C: -0.24 -1.41 4.04  -0.42
C: -1.41 -1.22 3.36  -0.53
C: -1.35 -0.43 2.22  0.02
C: -0.17 0.21 1.86  0.06
C: 0.91 0.27 2.75  -0.33
C: 0.99 -0.79 3.65  -0.53
H: -0.20 -2.13 4.81  0.40
H: -2.36 -1.69 3.67  0.38
H: -2.25 -0.23 1.58  0.29
H: 1.68 1.03 2.64  0.59
H: 1.90 -1.13 4.12  0.46
O: 0.50 -2.27 -1.82  -0.48
N: 0.55 -3.28 -0.90  0.88
O: 0.67 -4.51 -1.22  -0.46
O: 0.49 -2.98 0.47  -0.53
O: -0.24 1.02 0.71  -0.50
N: -0.63 0.17 -0.45  0.04
C: -2.20 2.60 -1.38  -1.01
Si: -1.33 1.06 -1.87  0.10
C: 0.14 1.35 -2.99  -0.87
C: -2.46 -0.13 -2.64  -0.83
H: -2.88 2.86 -2.20  0.36
H: -1.48 3.43 -1.17  0.28
H: -2.83 2.40 -0.46  0.27
H: 0.74 2.22 -2.73  0.29
H: -0.26 1.51 -4.00  0.37
H: 0.77 0.43 -2.98  0.16
H: -2.98 0.29 -3.54  0.33
H: -3.22 -0.35 -1.86  0.24
H: -1.93 -1.08 -2.90  0.26

Results
2S+1: 3
Relative energy (zero: lowest compared OMol25 entry of this formula, charge and spin): 6.1 kcal per mole
Frontier orbital gap (alpha / beta): 7.59 / 7.62 eV
E_LUMO (alpha / beta): -0.9 / -0.9 eV

Respective energy values: -90825.162, -16617.295, -63377.818 eV.